Record 1
C46H108N2O16 | the ωB97M-V functional and the def2-TZVPD basis

Last column: Mulliken charge in e.
Element x y z (Å)
C (-4.046, 0.220, 6.402)  -0.665
O (-4.670, 0.193, 5.125)  -0.386
C (-4.023, -0.583, 4.133)  -0.533
C (-4.747, -0.601, 2.840)  -0.333
O (-4.360, -1.730, 2.109)  -0.408
C (-5.088, -1.934, 0.912)  -0.594
H (-3.313, 1.024, 6.334)  0.231
H (-3.730, -0.784, 6.692)  0.312
H (-4.796, 0.504, 7.140)  0.244
H (-4.172, -1.593, 4.544)  0.519
H (-2.961, -0.360, 3.979)  0.237
H (-4.739, 0.393, 2.365)  0.194
H (-5.832, -0.695, 3.012)  0.409
H (-4.868, -1.044, 0.310)  0.074
H (-6.172, -1.978, 1.055)  0.412
H (-4.715, -2.837, 0.438)  0.321
C (-1.354, -4.806, -0.632)  -0.490
O (-2.484, -4.140, -1.150)  -0.548
C (-2.299, -2.864, -1.693)  0.066
C (-1.601, -2.832, -3.051)  -0.842
O (-0.229, -2.997, -2.812)  0.034
C (0.618, -2.999, -3.964)  -0.378
H (-0.945, -4.204, 0.191)  0.202
H (-0.621, -4.973, -1.424)  0.152
H (-1.692, -5.733, -0.170)  0.384
H (-1.698, -2.232, -1.026)  0.054
H (-3.245, -2.326, -1.757)  0.217
H (-1.939, -1.881, -3.487)  0.315
H (-1.992, -3.650, -3.665)  0.394
H (1.570, -3.204, -3.480)  -0.119
H (0.663, -1.951, -4.288)  0.137
H (0.311, -3.611, -4.811)  0.322
C (3.252, 3.333, -0.736)  -0.170
O (3.372, 4.047, 0.467)  -0.261
C (4.148, 5.230, 0.490)  -0.597
C (5.605, 4.856, 0.784)  -0.554
O (6.048, 3.908, -0.169)  -0.168
C (6.777, 4.539, -1.239)  -0.837
H (4.155, 2.891, -1.150)  0.177
H (2.784, 3.918, -1.544)  0.280
H (2.480, 2.575, -0.597)  -0.168
H (3.758, 5.965, 1.195)  0.391
H (4.052, 5.727, -0.484)  0.295
H (5.638, 4.422, 1.784)  0.262
H (6.304, 5.697, 0.719)  0.444
H (7.699, 4.969, -0.847)  0.320
H (6.065, 5.210, -1.716)  0.347
H (7.072, 3.738, -1.916)  0.234
C (-2.753, 1.940, -0.794)  -1.106
O (-1.695, 1.700, 0.107)  0.005
C (-1.275, 0.335, 0.141)  0.431
C (-0.364, 0.275, 1.376)  -0.503
O (0.384, -0.928, 1.350)  -0.504
C (1.500, -0.901, 0.509)  0.212
H (-3.725, 1.730, -0.338)  0.184
H (-2.634, 1.351, -1.710)  0.418
H (-2.685, 2.990, -1.070)  0.210
H (-0.867, 0.107, -0.847)  0.647
H (-2.104, -0.342, 0.377)  -0.141
H (-0.974, 0.188, 2.274)  -0.250
H (0.267, 1.163, 1.466)  0.470
H (1.678, 0.136, 0.182)  -0.342
H (1.345, -1.468, -0.419)  0.193
H (2.503, -1.201, 0.830)  0.108
C (9.205, -2.544, -1.049)  -0.885
O (8.024, -1.850, -0.699)  -0.263
C (7.884, -1.739, 0.713)  -0.509
C (7.212, -0.403, 0.982)  -0.614
O (5.838, -0.522, 0.643)  -0.181
C (5.280, 0.716, 0.290)  -0.962
H (9.220, -3.510, -0.533)  0.324
H (10.086, -1.954, -0.768)  0.348
H (9.274, -2.690, -2.126)  0.255
H (8.838, -1.738, 1.253)  0.573
H (7.351, -2.621, 1.074)  0.231
H (7.727, 0.373, 0.416)  0.346
H (7.274, -0.193, 2.055)  0.369
H (4.395, 0.661, -0.347)  0.260
H (5.930, 1.225, -0.439)  0.364
H (5.128, 1.451, 1.084)  0.380
C (-7.838, -3.237, -1.815)  -0.324
O (-9.130, -2.689, -1.615)  -0.356
C (-9.258, -1.340, -2.002)  -0.638
C (-8.249, -0.279, -1.506)  -0.416
O (-6.928, -0.580, -1.902)  -0.162
C (-6.132, 0.480, -2.347)  -0.706
H (-7.047, -2.801, -1.213)  -0.068
H (-7.529, -3.317, -2.860)  0.297
H (-7.883, -4.287, -1.507)  0.308
H (-10.226, -1.021, -1.601)  0.319
H (-9.396, -1.245, -3.086)  0.341
H (-8.278, -0.117, -0.423)  0.249
H (-8.493, 0.691, -1.957)  0.480
H (-6.329, 1.363, -1.720)  0.448
H (-6.329, 0.716, -3.398)  0.343
H (-5.070, 0.290, -2.191)  -0.064
C (0.318, 1.151, -7.505)  -0.700
O (-1.014, 1.126, -7.011)  -0.443
C (-1.244, 1.440, -5.652)  -0.082
C (-1.065, 2.936, -5.412)  -0.466
O (-1.691, 3.315, -4.189)  -0.359
C (-0.743, 3.565, -3.192)  -0.704
H (0.704, 0.121, -7.464)  0.254
H (1.012, 1.569, -6.767)  0.318
H (0.324, 1.532, -8.516)  0.249
H (-0.617, 0.836, -4.989)  0.167
H (-2.307, 1.235, -5.529)  0.246
H (-1.594, 3.464, -6.204)  0.307
H (0.009, 3.132, -5.444)  0.343
H (-1.109, 3.744, -2.182)  0.146
H (0.011, 4.316, -3.449)  0.443
H (-0.129, 2.679, -2.945)  0.326
C (3.484, -5.856, -3.153)  -1.928
C (4.280, -5.788, -1.828)  1.550
C (4.729, -4.341, -1.650)  -1.019
C (5.233, -4.085, -0.219)  0.047
C (4.283, -4.532, 0.877)  -1.146
C (3.673, -5.921, 0.678)  1.807
N (3.329, -6.117, -0.750)  0.731
O (2.721, -7.352, -0.952)  -0.561
C (4.619, -7.013, 1.188)  -1.806
C (2.352, -5.932, 1.464)  -2.083
C (5.472, -6.730, -1.992)  -1.815
H (4.196, -5.676, -3.957)  0.468
H (2.649, -5.154, -3.158)  0.242
H (2.996, -6.822, -3.294)  0.412
H (5.507, -4.056, -2.364)  0.456
H (3.984, -3.558, -1.831)  0.081
H (5.517, -3.034, -0.189)  0.116
H (6.138, -4.694, -0.091)  0.141
H (3.543, -3.748, 1.061)  0.164
H (4.865, -4.535, 1.804)  0.335
H (4.171, -7.969, 0.912)  0.383
H (5.599, -6.970, 0.713)  0.314
H (4.773, -6.983, 2.267)  0.458
H (1.635, -5.151, 1.238)  0.305
H (1.921, -6.935, 1.381)  0.502
H (2.636, -5.900, 2.522)  0.418
H (5.278, -7.795, -1.846)  0.311
H (6.254, -6.467, -1.276)  0.288
H (5.869, -6.704, -3.009)  0.451
H (1.780, -7.217, -1.109)  0.346
C (-3.924, 6.457, 5.979)  -1.940
C (-3.210, 6.171, 4.678)  1.573
C (-1.687, 5.972, 5.008)  -1.091
C (-0.841, 5.315, 3.909)  -0.992
C (-1.496, 4.070, 3.306)  -0.954
C (-2.942, 4.223, 2.952)  2.166
N (-3.656, 4.908, 4.085)  0.313
O (-5.034, 4.961, 3.746)  -0.531
C (-3.249, 4.897, 1.615)  -1.211
C (-3.555, 2.814, 2.925)  -2.290
C (-3.312, 7.366, 3.723)  -1.733
H (-5.005, 6.579, 5.878)  0.433
H (-3.609, 7.428, 6.370)  0.395
H (-3.709, 5.718, 6.750)  0.380
H (-1.242, 6.963, 5.107)  0.406
H (-1.666, 5.380, 5.926)  0.349
H (0.171, 5.116, 4.261)  0.446
H (-0.740, 6.154, 3.212)  0.325
H (-1.242, 3.170, 3.870)  0.529
H (-0.979, 3.855, 2.360)  0.132
H (-2.933, 4.267, 0.777)  -0.307
H (-4.297, 5.170, 1.534)  0.438
H (-2.646, 5.789, 1.422)  0.400
H (-3.560, 2.289, 3.880)  0.497
H (-4.585, 2.868, 2.567)  0.607
H (-3.024, 2.179, 2.207)  0.140
H (-3.030, 8.318, 4.179)  0.437
H (-4.353, 7.535, 3.430)  0.327
H (-2.714, 7.225, 2.827)  0.340
H (-5.477, 4.532, 4.486)  0.353

Calculated values
Orbital gap in eV: 8.502
SMILES: CC1(C)CCCC(C)(C)N1O.CC1(C)CCCC(C)(C)N1O.COCCOC.COCCOC.COCCOC.COCCOC.COCCOC.COCCOC.COCCOC
Relative energy (zero: lowest compared OMol25 entry of this formula, charge and spin) in eV: 1.895

---

Record 2
C46H112O32P4 | the ωB97M-V functional and the def2-TZVPD basis

Last column: Mulliken charge in e.
Element x y z (Å)
C (-4.707, -22.190, 8.276)  -0.636
C (-5.711, -21.381, 8.828)  -0.510
C (-5.531, -20.865, 10.135)  0.545
C (-4.467, -21.286, 10.911)  -0.533
C (-3.552, -22.303, 10.402)  -0.562
C (-3.807, -22.798, 9.145)  0.625
O (-3.052, -23.800, 8.548)  -0.514
O (-6.400, -19.899, 10.535)  -0.529
H (-4.763, -22.457, 7.231)  0.382
H (-6.528, -21.080, 8.188)  0.330
H (-4.339, -20.902, 11.912)  0.414
H (-2.749, -22.732, 10.984)  0.385
H (-2.589, -24.276, 9.241)  0.287
H (-6.813, -19.429, 9.807)  0.314
C (7.291, -17.589, 16.868)  -0.633
O (7.895, -17.978, 18.099)  -0.336
P (8.214, -19.504, 18.590)  0.933
O (8.798, -19.689, 19.952)  -0.675
O (6.816, -20.308, 18.352)  -0.200
C (6.529, -21.466, 19.093)  -0.654
O (9.133, -20.081, 17.361)  -0.241
C (10.390, -19.524, 16.973)  -0.636
H (7.325, -18.450, 16.201)  0.291
H (7.954, -16.887, 16.362)  0.287
H (6.333, -17.073, 16.927)  0.268
H (5.852, -22.042, 18.462)  0.233
H (5.993, -21.211, 20.008)  0.250
H (7.450, -22.026, 19.253)  0.321
H (10.181, -18.926, 16.086)  0.227
H (11.069, -20.358, 16.793)  0.232
H (10.675, -18.899, 17.819)  0.332
C (-2.526, -14.646, 13.342)  -0.689
O (-3.857, -14.276, 13.544)  -0.215
P (-4.238, -13.017, 14.386)  0.967
O (-3.778, -12.963, 15.769)  -0.687
O (-3.689, -11.855, 13.396)  -0.266
C (-3.874, -10.467, 13.536)  -0.697
O (-5.844, -13.062, 14.318)  -0.281
C (-6.593, -12.979, 13.144)  -0.595
H (-2.282, -14.506, 12.289)  0.221
H (-2.521, -15.672, 13.709)  0.258
H (-1.937, -14.083, 14.065)  0.363
H (-4.756, -10.268, 14.145)  0.315
H (-4.019, -9.937, 12.595)  0.247
H (-2.978, -10.109, 14.044)  0.274
H (-6.476, -12.063, 12.565)  0.251
H (-7.604, -13.255, 13.442)  0.248
H (-6.211, -13.714, 12.436)  0.285
C (2.421, -21.656, 10.283)  -0.725
O (2.491, -20.460, 11.081)  -0.311
P (2.689, -20.389, 12.691)  0.929
O (2.788, -18.990, 13.260)  -0.678
O (1.501, -21.374, 13.245)  -0.116
C (1.039, -21.334, 14.590)  -0.768
O (4.030, -21.335, 12.950)  -0.311
C (5.214, -21.006, 12.160)  -0.699
H (3.194, -21.590, 9.517)  0.315
H (1.431, -21.806, 9.852)  0.295
H (2.734, -22.578, 10.774)  0.322
H (1.618, -20.698, 15.260)  0.309
H (1.274, -22.292, 15.054)  0.303
H (-0.028, -21.153, 14.721)  0.272
H (5.590, -21.872, 11.615)  0.276
H (5.997, -20.624, 12.816)  0.264
H (5.123, -20.171, 11.465)  0.321
C (8.193, -15.630, 6.342)  -0.716
O (7.619, -14.357, 6.005)  -0.266
P (7.309, -13.305, 7.219)  1.057
O (8.486, -12.580, 7.699)  -0.681
O (6.391, -14.089, 8.304)  -0.306
C (5.085, -14.568, 8.036)  -0.681
O (6.218, -12.267, 6.622)  -0.313
C (6.588, -11.422, 5.614)  -0.712
H (9.270, -15.479, 6.413)  0.297
H (8.039, -16.492, 5.692)  0.270
H (7.927, -15.930, 7.355)  0.307
H (4.327, -13.986, 8.560)  0.280
H (4.924, -15.514, 8.553)  0.291
H (4.835, -14.708, 6.985)  0.328
H (6.608, -10.360, 5.857)  0.255
H (5.878, -11.543, 4.796)  0.278
H (7.524, -11.750, 5.161)  0.314
C (11.808, -20.902, 9.056)  -0.757
O (10.643, -21.400, 8.441)  -0.294
C (10.772, -22.728, 7.942)  -0.496
C (9.647, -23.200, 7.024)  -0.376
O (10.183, -24.336, 6.332)  -0.301
C (9.380, -24.793, 5.245)  -0.732
H (12.184, -21.537, 9.859)  0.321
H (11.559, -19.918, 9.454)  0.247
H (12.704, -20.921, 8.435)  0.321
H (10.885, -23.447, 8.753)  0.299
H (11.708, -22.715, 7.384)  0.319
H (9.522, -22.384, 6.312)  0.304
H (8.757, -23.377, 7.627)  0.284
H (8.419, -25.239, 5.502)  0.298
H (9.898, -25.682, 4.885)  0.274
H (9.221, -24.031, 4.482)  0.288
C (13.799, -28.317, 15.561)  -0.621
O (12.952, -29.004, 16.488)  -0.339
C (11.800, -29.674, 15.862)  -0.600
C (10.596, -28.779, 16.063)  -0.375
O (10.814, -27.463, 15.450)  -0.269
C (9.601, -26.759, 15.389)  -0.788
H (14.311, -29.013, 14.896)  0.273
H (14.649, -27.840, 16.048)  0.266
H (13.314, -27.472, 15.073)  0.236
H (11.532, -30.590, 16.387)  0.337
H (11.911, -30.050, 14.845)  0.345
H (10.360, -28.499, 17.090)  0.339
H (9.761, -29.289, 15.582)  0.327
H (8.793, -27.090, 14.736)  0.285
H (9.797, -25.723, 15.113)  0.263
H (9.250, -26.640, 16.414)  0.320
C (-9.866, -22.361, 19.074)  -0.713
O (-8.877, -21.784, 18.211)  -0.298
C (-8.808, -20.296, 18.326)  -0.547
C (-7.696, -19.800, 17.303)  -0.520
O (-6.477, -20.514, 17.752)  -0.307
C (-5.775, -20.032, 18.917)  -0.701
H (-9.699, -22.079, 20.113)  0.288
H (-9.809, -23.431, 18.871)  0.245
H (-10.866, -22.113, 18.719)  0.293
H (-8.667, -19.933, 19.344)  0.349
H (-9.772, -19.903, 18.001)  0.437
H (-7.580, -18.720, 17.402)  0.339
H (-8.071, -20.107, 16.326)  0.310
H (-4.779, -20.443, 19.083)  0.271
H (-6.302, -20.102, 19.868)  0.257
H (-5.590, -18.978, 18.711)  0.298
C (0.619, -27.937, 10.143)  -0.777
O (-0.042, -27.137, 11.128)  -0.249
C (-0.189, -27.829, 12.330)  -0.623
C (-1.095, -27.160, 13.374)  -0.433
O (-2.434, -26.929, 13.074)  -0.314
C (-3.216, -26.200, 13.966)  -0.643
H (0.280, -28.972, 10.170)  0.336
H (1.684, -27.739, 10.269)  0.312
H (0.324, -27.542, 9.171)  0.217
H (0.783, -28.246, 12.593)  0.450
H (-0.734, -28.762, 12.188)  0.321
H (-0.618, -26.197, 13.557)  0.258
H (-1.058, -27.768, 14.278)  0.348
H (-3.111, -26.680, 14.939)  0.302
H (-4.269, -26.170, 13.684)  0.236
H (-2.808, -25.191, 14.019)  0.263
C (1.707, -29.858, 22.882)  -0.654
O (1.278, -29.511, 21.583)  -0.350
C (1.471, -28.115, 21.188)  -0.441
C (1.152, -27.800, 19.690)  -0.563
O (2.211, -27.587, 18.783)  -0.382
C (3.018, -28.716, 18.559)  -0.657
H (2.170, -30.840, 22.975)  0.236
H (0.836, -29.796, 23.535)  0.241
H (2.427, -29.095, 23.179)  0.306
H (2.505, -27.811, 21.347)  0.365
H (0.897, -27.483, 21.866)  0.397
H (0.550, -26.892, 19.653)  0.323
H (0.460, -28.498, 19.219)  0.389
H (3.659, -28.972, 19.402)  0.237
H (3.662, -28.514, 17.704)  0.228
H (2.367, -29.575, 18.397)  0.324
C (-1.213, -17.348, 5.099)  -0.711
O (-0.899, -17.738, 3.736)  -0.338
C (-1.253, -19.105, 3.528)  -0.609
C (-1.202, -19.508, 2.020)  -0.435
O (-2.062, -18.612, 1.322)  -0.284
C (-2.104, -18.959, -0.048)  -0.773
H (-0.626, -16.441, 5.244)  0.244
H (-0.912, -18.080, 5.848)  0.308
H (-2.266, -17.158, 5.309)  0.282
H (-2.222, -19.459, 3.881)  0.313
H (-0.540, -19.650, 4.148)  0.442
H (-1.585, -20.528, 2.001)  0.347
H (-0.161, -19.464, 1.701)  0.331
H (-2.585, -19.926, -0.193)  0.305
H (-1.124, -18.919, -0.524)  0.299
H (-2.785, -18.364, -0.656)  0.280
C (4.352, -21.338, 2.905)  -0.685
O (3.573, -22.455, 3.146)  -0.316
C (3.963, -23.602, 2.318)  -0.461
C (3.633, -25.007, 2.881)  -0.367
O (4.181, -25.994, 2.056)  -0.303
C (3.830, -27.343, 2.377)  -0.718
H (3.924, -20.707, 2.126)  0.249
H (5.416, -21.565, 2.844)  0.340
H (4.292, -20.748, 3.820)  0.254
H (5.029, -23.550, 2.096)  0.349
H (3.376, -23.454, 1.412)  0.236
H (2.543, -25.008, 2.863)  0.249
H (3.943, -25.088, 3.923)  0.320
H (2.748, -27.463, 2.430)  0.315
H (4.390, -27.816, 3.184)  0.278
H (4.115, -27.939, 1.509)  0.261

Calculated values
Orbital gap in eV: 8.151
SMILES: COP(=O)(OC)OC.COP(=O)(OC)OC.COP(=O)(OC)OC.COP(=O)(OC)OC.Oc1ccc(O)cc1.COCCOC.COCCOC.COCCOC.COCCOC.COCCOC.COCCOC.COCCOC

---

| no. | E_LUMO (Eh) | HOMO level (eV) |
| --- | --- | --- |
| 1 | 0.01472 | -8.1 |
| 2 | -0.00084 | -8.2 |